Molecular formula: C5H9NSi
Method: DFT, the ωB97M-V functional and the def2-TZVPD basis

Structure (XYZ):
```
16
Properties=species:S:1:pos:R:3:forces:R:3
C 1.483 -1.094 -0.802 -2.8 1.5 -3.6
C 0.084 -0.599 -0.701 -1.1 4.6 5.3
N -1.006 -0.600 -1.433 0.9 -0.8 0.2
C -2.032 0.189 -0.943 3.0 0.8 2.1
C -1.571 1.012 0.129 -1.0 -1.4 0.4
C -0.358 0.624 0.627 1.6 -4.2 -4.7
Si 0.824 0.729 2.013 0.6 0.5 -2.2
H 1.502 -2.008 -0.380 0.8 -3.2 1.4
H 1.676 -1.129 -1.891 0.7 -0.2 0.5
H 2.036 -0.374 -0.303 1.6 1.0 0.7
H -1.028 -1.236 -2.246 -0.6 0.8 0.5
H -2.750 0.407 -1.588 -3.4 0.7 -2.4
H -2.182 1.720 0.714 0.0 -0.3 -0.8
H 1.541 2.015 1.665 0.3 -0.5 0.7
H 1.686 -0.514 1.934 -0.2 0.7 0.3
H 0.094 0.858 3.205 -0.5 0.1 1.6
```
Positions in Å, forces in eV/Å.

As for the spin multiplicity: 1. For the energy relative to the best compared isomer or geometry (same formula, charge and spin), the calculation gives 71.8 kcal per mole. As for the total energy: -14694.79629 eV. Its structure (SMILES) is Cc1[nH]ccc1[SiH3].

***

Molecular formula: C5H10NOS
Method: DFT, the ωB97M-V functional and the def2-TZVPD basis

Structure (XYZ):
```
18
Properties=species:S:1:pos:R:3:forces:R:3
C 1.484 -0.284 -0.628 -1.5 1.1 -0.8
N 0.014 -0.665 -0.781 2.6 0.8 -0.4
C -0.301 -1.400 -1.995 -2.9 -1.6 1.7
C -0.936 -0.022 -0.074 -3.7 0.1 -1.7
O -2.159 -0.322 -0.321 2.5 0.3 0.7
C -0.643 1.146 0.832 -1.8 0.9 -1.1
C -0.154 0.767 2.202 -1.4 2.0 1.3
S 1.217 1.808 2.639 1.1 0.5 0.7
H 2.064 -0.644 -1.511 -0.5 -0.2 1.0
H 1.648 0.837 -0.595 -0.4 -1.2 0.1
H 1.754 -0.684 0.323 1.0 -0.2 0.4
H -1.396 -1.189 -2.218 1.5 0.6 -0.4
H -0.503 -2.525 -1.767 1.3 1.4 -0.5
H 0.476 -1.155 -2.707 -0.4 -0.4 -0.5
H 0.078 1.896 0.446 -0.3 -0.8 -0.2
H -1.673 1.712 0.878 1.9 -1.2 0.0
H -1.026 0.952 2.859 0.4 0.0 0.1
H 0.056 -0.229 2.420 0.5 -2.1 -0.5
```
Positions in Å, forces in eV/Å.

As for the spin multiplicity: 1. Its net charge is -1. For the energy relative to the best compared isomer or geometry (same formula, charge and spin), the calculation gives 36.5 kcal per mole. As for the total energy: -19719.96213 eV. Its structure (SMILES) is CN(C)C(=O)CC[S-].